No. 1
DFT (ωB97M-V/def2-TZVPD) results for a molecular structure, C3H3ClNO.

Positions of all 9 atoms, in Å:
C 0.06635 -0.52008 -0.09346
C -0.22278 0.65256 -0.75262
C 1.16602 0.21535 0.63468
N 0.74445 1.36113 -0.11821
O 1.10603 2.85237 -0.04542
Cl 2.61949 -0.58072 -0.13103
H -0.57711 -1.47386 -0.27382
H -0.92799 0.93570 -1.42363
H 1.31748 0.25916 1.72756

As for the max |F|: 7.361 eV/Å. For the molar mass, the calculation gives 104.52 g/mol. Its net charge is +1. The calculation puts the HOMO-LUMO gap (spin up / spin down) at 7.99 / 8.16 eV. The value obtained for the LUMO energy (spin up / spin down) is -7.96 / -8.29 eV. Its energy above the lowest of the compared OMol25 structures with the same formula, charge and spin is 107.7 kcal per mole. The HOMO energy (spin up / spin down) is -0.5861 / -0.6048 hartree.

No. 2
DFT (ωB97M-V/def2-TZVPD) results for a gas-phase ion, C2H7N2 (charge +1).

Positions of all 11 atoms, in Å:
C 0.86808 0.79355 0.12907
C -0.28143 0.07430 -0.44542
N -1.44773 -0.25357 0.25929
N 0.96139 -0.65996 0.11346
H 1.37460 1.35142 -0.69044
H 0.62090 1.24331 1.09777
H -0.49541 0.01938 -1.60079
H -2.22101 -0.71222 -0.26082
H -1.80319 0.43699 0.93357
H 1.63971 -1.10759 -0.50802
H 0.78409 -1.18559 0.97232

As for the max |F|: 3.350 eV/Å. For the molar mass, the calculation gives 59.09 g/mol. Its net charge is +1. The calculation puts the HOMO-LUMO gap at 11.64 eV. The value obtained for the LUMO energy is -3.31 eV. Its energy above the lowest of the compared OMol25 structures with the same formula, charge and spin is 40.6 kcal per mole. The HOMO energy is -0.5495 hartree.

No. 3
DFT (ωB97M-V/def2-TZVPD) results for a single C32H30N4 molecule.

Positions of all 66 atoms, in Å:
C 1.22654 5.39201 -0.97412
C -0.09590 6.15363 -0.95333
N -1.15130 5.32850 -0.43480
C -2.42205 5.84316 0.02088
C -3.20917 4.58001 0.43178
C -2.34688 3.44779 -0.00471
C -2.43899 2.08174 0.14788
C -1.34037 1.27900 -0.22621
C -1.46498 -0.19758 0.16765
C -0.44696 -1.18611 -0.37876
C -0.97711 -2.39929 -0.85001
C -0.11569 -3.30230 -1.43118
C 1.25181 -3.00001 -1.41532
N 1.96301 -3.99778 -1.99075
C 3.40001 -4.03516 -1.96458
C 3.97814 -2.62440 -1.85870
C 3.30058 -1.76891 -0.77537
C 1.81997 -1.86947 -0.81616
C 0.92315 -0.94093 -0.29434
C 1.12619 -5.13373 -2.32751
C -0.31251 -4.61693 -2.08651
C -0.25220 1.82625 -0.92295
C -0.08113 3.21549 -0.99791
C -1.15592 3.97991 -0.52589
C 1.11113 3.94914 -1.51177
H 1.95464 5.95312 -1.56916
H 1.60704 5.34927 0.05243
H -0.01928 7.04949 -0.32574
H -0.34569 6.50091 -1.97075
H -2.27967 6.54804 0.84701
H -2.92538 6.38241 -0.79201
H -3.34495 4.55567 1.52152
H -4.19429 4.55519 -0.04682
H -3.36058 1.63105 0.53061
H -2.42478 -0.51425 -0.27193
H -2.04559 -2.61166 -0.80221
H 3.75070 -4.65096 -1.11678
H 3.74118 -4.52800 -2.88317
H 5.05185 -2.69004 -1.66498
H 3.85097 -2.11664 -2.82092
H 3.64720 -2.10664 0.21003
H 3.60398 -0.72106 -0.86763
H 1.28941 0.00164 0.12794
H 1.29170 -5.45865 -3.36250
H 1.34965 -5.99188 -1.67410
H -0.88941 -5.30323 -1.45891
H -0.84781 -4.51114 -3.04004
H 0.47553 1.17087 -1.40726
H 1.08123 3.98953 -2.61005
H 2.01483 3.38603 -1.25252
C -1.65605 -0.32256 1.70248
C -1.34691 0.94748 2.38466
N -1.06117 1.92446 2.96987
C -0.95349 -1.48568 2.46871
C -1.36871 -2.82081 2.35138
C -0.74801 -3.81615 3.12077
C 0.20658 -3.47257 4.08130
C 0.64908 -2.15405 4.16855
C 0.06542 -1.17713 3.36041
C -3.09435 -0.51638 1.96584
N -4.18242 -0.81032 2.24543
H -2.19193 -3.08275 1.69236
H -1.04146 -4.86221 2.99230
H 0.58741 -4.22133 4.77072
H 1.41843 -1.85865 4.87037
H 0.39575 -0.14448 3.47546

As for the max |F|: 3.534 eV/Å. For the molar mass, the calculation gives 470.62 g/mol. The calculation puts the HOMO-LUMO gap at 7.54 eV. The value obtained for the LUMO energy is 0.63 eV. Its energy above the lowest of the compared OMol25 structures with the same formula, charge and spin is 0.0 kcal per mole. The HOMO energy is -0.2537 hartree.

No. 4
DFT (ωB97M-V/def2-TZVPD) results for a molecular structure, C31H31AsN4O3ReS.

Positions of all 72 atoms, in Å:
Re 0.19393 0.12878 0.20326
C -0.38224 4.19090 1.78667
C 0.23516 3.05163 1.26701
N -0.46147 2.02734 0.79563
C -1.83474 2.06701 0.82045
C -2.52305 3.15919 1.37706
C -1.75096 4.24177 1.85036
C -3.93323 3.10028 1.45814
C -4.58695 1.98091 1.03038
C -3.90282 0.89175 0.45653
C -2.53690 0.93900 0.29611
N -1.69018 -0.02931 -0.25888
C -2.07934 -1.19680 -0.92524
C -3.27941 -1.45380 -1.54881
C -3.50205 -2.69274 -2.18180
C -2.54069 -3.66089 -2.22547
C -1.27035 -3.41061 -1.65739
C -0.19224 -4.31975 -1.71381
C 1.02358 -3.97551 -1.17968
C 1.18260 -2.72077 -0.58828
N 0.18701 -1.84847 -0.50950
C -1.04558 -2.17620 -1.01971
H 0.23038 5.00132 2.15276
H 1.31322 2.95680 1.25420
H -2.24957 5.10399 2.27479
H -4.47501 3.93312 1.88497
H -5.66146 1.91378 1.12830
H -4.47496 0.02277 0.17589
H -4.06068 -0.71149 -1.58802
H -4.46465 -2.86550 -2.64283
H -2.72723 -4.61168 -2.70617
H -0.33339 -5.28323 -2.18689
H 1.86482 -4.65223 -1.21190
H 2.12746 -2.40707 -0.16265
C -0.01269 3.66691 -2.06206
C 0.41356 2.54058 -2.99183
As 1.08706 0.90675 -2.14450
C 3.02173 1.11111 -1.99962
C 3.42887 2.18451 -0.99897
C 0.78909 -0.43908 -3.53221
C 1.64637 -0.23801 -4.77705
H -0.32398 4.52786 -2.65294
H 0.79981 3.99326 -1.41286
H -0.85807 3.37125 -1.44047
H 1.20653 2.86641 -3.66899
H -0.42271 2.21852 -3.61588
H 3.39679 1.33984 -2.99916
H 3.42255 0.13620 -1.71404
H 3.07651 3.17218 -1.29884
H 4.51420 2.23609 -0.92257
H 3.05030 1.95576 -0.00012
H -0.27522 -0.37755 -3.77368
H 0.96332 -1.42068 -3.08831
H 1.52645 0.76214 -5.19560
H 1.35537 -0.94913 -5.54948
H 2.70315 -0.39790 -4.56514
O -1.56337 -1.88174 2.90376
C -0.43649 -1.48834 3.01661
N 0.11634 -0.47660 2.21949
S 1.66712 -0.17302 2.55022
O 2.18147 -0.32490 1.12800
O 1.99396 1.09070 3.11969
C 1.89040 -1.47541 3.69320
C 3.00983 -1.82094 4.42172
C 2.84539 -2.80985 5.38435
C 1.60035 -3.39098 5.60727
C 0.47990 -3.00773 4.87935
C 0.63659 -2.03531 3.90867
H 3.96603 -1.34405 4.25760
H 3.69288 -3.12478 5.97677
H 1.50246 -4.15061 6.37047
H -0.49081 -3.44777 5.06168

As for the max |F|: 1.208 eV/Å. For the molar mass, the calculation gives 800.81 g/mol. Its net charge is +2. The calculation puts the HOMO-LUMO gap (spin up / spin down) at 7.00 / 6.45 eV. The value obtained for the LUMO energy (spin up / spin down) is -5.97 / -7.27 eV. Its energy above the lowest of the compared OMol25 structures with the same formula, charge and spin is 8.3 kcal per mole. Its spin multiplicity is 4. The HOMO energy (spin up / spin down) is -0.4767 / -0.5041 hartree. The expectation value of S² is 3.7940.

No. 5
DFT (ωB97M-V/def2-TZVPD) results for a single C25H24N4O3S molecule.

Positions of all 57 atoms, in Å:
C 4.41480 -0.69907 -7.06056
C 4.72104 0.65143 -6.41834
O 5.20824 0.52949 -5.09868
C 4.34955 0.24622 -4.07983
C 4.94148 0.04926 -2.83099
C 4.18403 -0.22411 -1.71355
C 2.79679 -0.30695 -1.81428
C 2.20488 -0.11085 -3.05647
C 2.96500 0.16191 -4.17949
H 2.45772 0.31070 -5.11983
H 1.13086 -0.16899 -3.15039
N 1.95790 -0.60287 -0.72593
C 2.29486 -0.58603 0.58627
O 3.39015 -0.29336 1.01610
C 1.21241 -1.03002 1.57503
H 1.44865 -0.53877 2.52230
H 1.35176 -2.10474 1.72931
C -0.26370 -0.80839 1.24030
N -0.67811 0.57373 1.25343
C -1.68390 0.78062 2.13088
S -2.54064 2.16481 2.29946
N -1.89429 -0.39302 2.83802
C -1.12084 -1.41745 2.34871
O -1.10404 -2.55581 2.73437
C -2.80305 -0.52808 3.91888
C -3.69727 -1.58905 3.93176
C -4.57377 -1.72507 4.99306
C -4.56515 -0.80508 6.02788
C -3.66885 0.25009 6.00873
C -2.77907 0.39014 4.95938
H -2.07420 1.20649 4.94415
H -3.65648 0.96700 6.81554
H -5.25572 -0.91180 6.85082
H -5.26860 -2.55109 5.00713
H -3.69811 -2.30147 3.12194
C -0.39901 1.48400 0.16752
C -1.20326 1.07631 -1.04292
N -0.85470 -0.07160 -1.61906
C -1.57052 -0.51831 -2.63951
C -2.66956 0.15467 -3.14495
C -3.03729 1.34963 -2.54519
C -2.29674 1.81786 -1.47213
H -2.56115 2.73349 -0.96793
H -3.89161 1.90447 -2.90307
H -3.22202 -0.24738 -3.97908
H -1.24097 -1.45915 -3.06222
H -0.69009 2.48353 0.49671
H 0.67191 1.46470 -0.04489
H -0.52272 -1.28156 0.28286
H 0.98137 -0.71433 -0.99052
H 4.66215 -0.36733 -0.75991
H 6.01521 0.11784 -2.76054
H 3.84168 1.30722 -6.44933
H 5.53304 1.14290 -6.96191
H 4.09238 -0.55248 -8.08786
H 3.63267 -1.22063 -6.51426
H 5.30765 -1.31900 -7.05481

As for the max |F|: 0.664 eV/Å. For the molar mass, the calculation gives 460.56 g/mol. The calculation puts the HOMO-LUMO gap at 8.16 eV. The value obtained for the LUMO energy is 0.28 eV. Its energy above the lowest of the compared OMol25 structures with the same formula, charge and spin is 6.7 kcal per mole. The HOMO energy is -0.2898 hartree.

Look up the max |F| of the fourth one.
1.208 eV/Å

max |F| of number 4 (C31H31AsN4O3ReS)?
1.208 eV/Å